# 1
Here is a structure of composition C37H57F22NNbO15 at a distorted geometry from the OMol25 dataset. Energies are from ωB97M-V/def2-TZVPD.

Calculated values
HOMO in hartree: -0.182
Relative energy (zero: lowest compared OMol25 entry of this formula, charge and spin) in eV: 0.000
Charge: -1
Calculated total energy in Eh: -4881.4503
Kohn-Sham gap in eV: 6.434
Max |F| in eV Å⁻¹: 1.96

Element x y z (Å)
1 C 0.72 2.24 2.62
2 C 1.52 3.52 2.43
3 N 1.74 4.35 3.37
4 C 2.01 3.70 1.02
5 Nb 1.54 5.55 -0.27
6 O -0.37 5.11 -0.51
7 C 3.68 6.23 -0.20
8 C 4.22 7.14 0.92
9 C 4.30 6.41 2.27
10 C 3.49 8.49 1.00
11 C 1.25 7.47 -1.54
12 C 0.11 8.36 -1.08
13 F 0.95 7.12 -2.90
14 H 1.30 1.38 2.29
15 H -0.17 2.29 1.99
16 H 0.41 2.09 3.66
17 H 1.34 3.99 4.24
18 H 1.50 2.93 0.43
19 H 3.07 3.43 0.99
20 H 1.99 4.51 -1.78
21 H 1.11 6.52 1.24
22 H -0.94 5.43 0.20
23 H 4.26 5.30 -0.17
24 H 3.92 6.72 -1.15
25 H 5.25 7.41 0.64
26 H 3.80 6.97 3.07
27 H 5.34 6.29 2.57
28 H 3.85 5.42 2.22
29 H 2.41 8.35 0.99
30 H 3.79 9.15 0.18
31 H 3.75 9.01 1.93
32 H 2.16 8.07 -1.58
33 H -0.84 7.84 -1.25
34 H 0.07 9.32 -1.61
35 H 0.19 8.56 -0.01
36 C -1.47 -3.82 -0.07
37 C -1.92 -2.56 0.63
38 O -1.18 -2.32 1.86
39 C 0.03 -1.78 1.76
40 O 0.64 -1.46 0.78
41 C 0.58 -1.53 3.19
42 F 0.43 -2.62 3.96
43 F -0.09 -0.52 3.75
44 F 1.87 -1.23 3.15
45 H -1.55 -4.68 0.60
46 H -2.10 -3.99 -0.94
47 H -0.43 -3.74 -0.40
48 H -2.95 -2.63 0.96
49 H -1.82 -1.68 -0.02
50 C 3.39 -5.46 5.48
51 C 2.19 -5.63 4.58
52 O 1.87 -7.03 4.36
53 C 1.22 -7.63 5.33
54 O 0.83 -7.18 6.37
55 C 0.94 -9.11 4.92
56 F 2.04 -9.69 4.44
57 F -0.01 -9.14 3.98
58 F 0.52 -9.80 5.97
59 H 4.25 -5.99 5.07
60 H 3.64 -4.40 5.55
61 H 3.19 -5.84 6.48
62 H 2.38 -5.24 3.58
63 H 1.31 -5.13 4.98
64 C 10.21 2.64 1.18
65 C 8.84 2.98 0.67
66 O 7.81 2.65 1.63
67 C 7.64 3.52 2.61
68 O 8.24 4.53 2.81
69 C 6.45 3.07 3.50
70 F 6.56 1.77 3.83
71 F 5.32 3.24 2.82
72 F 6.41 3.78 4.61
73 H 10.27 1.59 1.46
74 H 10.95 2.83 0.40
75 H 10.46 3.25 2.05
76 H 8.58 2.39 -0.21
77 H 8.75 4.04 0.42
78 C -8.05 -6.85 -2.61
79 C -7.43 -5.67 -3.33
80 O -6.20 -5.26 -2.69
81 C -5.13 -5.98 -2.96
82 O -5.03 -6.91 -3.70
83 C -3.91 -5.39 -2.20
84 F -4.22 -5.16 -0.92
85 F -3.55 -4.24 -2.77
86 F -2.89 -6.23 -2.24
87 H -8.20 -6.59 -1.56
88 H -9.01 -7.10 -3.07
89 H -7.40 -7.72 -2.68
90 H -8.06 -4.79 -3.29
91 H -7.22 -5.90 -4.38
92 C -0.19 1.68 -1.25
93 C 0.30 1.48 -2.66
94 O 0.48 0.06 -2.95
95 C -0.58 -0.64 -3.22
96 O -1.73 -0.29 -3.30
97 C -0.17 -2.11 -3.47
98 F 0.67 -2.55 -2.53
99 F 0.43 -2.22 -4.66
100 F -1.24 -2.89 -3.47
101 H 0.50 1.21 -0.54
102 H -0.21 2.75 -1.06
103 H -1.18 1.27 -1.10
104 H 1.29 1.90 -2.80
105 H -0.38 1.90 -3.39
106 C -9.47 -10.08 4.18
107 C -10.25 -8.93 3.60
108 O -9.69 -8.49 2.34
109 C -9.99 -9.21 1.28
110 O -10.69 -10.18 1.22
111 C -9.33 -8.59 0.02
112 F -8.05 -8.30 0.26
113 F -9.98 -7.46 -0.30
114 F -9.40 -9.43 -1.00
115 H -8.42 -9.80 4.30
116 H -9.87 -10.34 5.16
117 H -9.53 -10.96 3.54
118 H -10.21 -8.05 4.23
119 H -11.30 -9.19 3.44
120 C 0.83 8.19 -5.84
121 C 0.52 6.73 -6.04
122 O 0.67 6.34 -7.44
123 C 1.89 6.12 -7.87
124 O 2.92 6.20 -7.28
125 C 1.84 5.68 -9.36
126 F 1.03 6.47 -10.08
127 F 1.37 4.43 -9.45
128 F 3.05 5.71 -9.90
129 H 0.22 8.82 -6.49
130 H 0.63 8.44 -4.80
131 H 1.88 8.40 -6.04
132 H -0.52 6.51 -5.82
133 H 1.15 6.10 -5.42

These are the Mulliken partial charges, in e, on atoms 1 to 99: atom 1 (C): -1.01, atom 2 (C): 0.62, atom 3 (N): -0.64, atom 4 (C): 0.20, atom 5 (Nb): -0.73, atom 6 (O): -0.79, atom 7 (C): -1.58, atom 8 (C): 1.23, atom 9 (C): -0.74, atom 10 (C): -1.69, atom 11 (C): 0.32, atom 12 (C): -1.36, atom 13 (F): -0.31, atom 14 (H): 0.19, atom 15 (H): 0.24, atom 16 (H): 0.48, atom 17 (H): 0.22, atom 18 (H): -0.46, atom 19 (H): 0.29, atom 20 (H): 0.03, atom 21 (H): 0.08, atom 22 (H): 0.27, atom 23 (H): 0.56, atom 24 (H): 0.63, atom 25 (H): 0.34, atom 26 (H): 0.33, atom 27 (H): 0.18, atom 28 (H): -0.20, atom 29 (H): 0.21, atom 30 (H): 0.37, atom 31 (H): 0.47, atom 32 (H): 0.20, atom 33 (H): 0.31, atom 34 (H): 0.35, atom 35 (H): 0.37, atom 36 (C): -0.35, atom 37 (C): -0.09, atom 38 (O): -0.33, atom 39 (C): 0.32, atom 40 (O): -0.49, atom 41 (C): 0.94, atom 42 (F): -0.27, atom 43 (F): -0.24, atom 44 (F): -0.25, atom 45 (H): 0.42, atom 46 (H): -0.41, atom 47 (H): 0.30, atom 48 (H): 0.32, atom 49 (H): 0.14, atom 50 (C): -1.15, atom 51 (C): -0.11, atom 52 (O): -0.34, atom 53 (C): 0.34, atom 54 (O): -0.51, atom 55 (C): 0.89, atom 56 (F): -0.25, atom 57 (F): -0.25, atom 58 (F): -0.24, atom 59 (H): 0.31, atom 60 (H): 0.37, atom 61 (H): 0.33, atom 62 (H): 0.33, atom 63 (H): 0.30, atom 64 (C): -1.09, atom 65 (C): -0.24, atom 66 (O): -0.30, atom 67 (C): 0.33, atom 68 (O): -0.52, atom 69 (C): 0.88, atom 70 (F): -0.27, atom 71 (F): -0.21, atom 72 (F): -0.25, atom 73 (H): 0.29, atom 74 (H): 0.37, atom 75 (H): 0.32, atom 76 (H): 0.32, atom 77 (H): 0.33, atom 78 (C): -0.95, atom 79 (C): -0.44, atom 80 (O): -0.28, atom 81 (C): 0.07, atom 82 (O): -0.54, atom 83 (C): 1.18, atom 84 (F): -0.26, atom 85 (F): -0.22, atom 86 (F): -0.26, atom 87 (H): 0.25, atom 88 (H): 0.43, atom 89 (H): 0.35, atom 90 (H): 0.33, atom 91 (H): 0.35, atom 92 (C): -0.40, atom 93 (C): -0.37, atom 94 (O): -0.34, atom 95 (C): 0.35, atom 96 (O): -0.57, atom 97 (C): 0.93, atom 98 (F): -0.24, atom 99 (F): -0.28



# 2
Here is a cluster of 6 separate species, C27H44N7O2S in total at a distorted geometry from the OMol25 dataset. Energies are from ωB97M-V/def2-TZVPD.

Calculated values
HOMO in hartree: -0.428
Charge: +1
Calculated total energy in Eh: -1986.4288
Kohn-Sham gap in eV: 6.966
Max |F| in eV Å⁻¹: 9.26

Element x y z (Å)
1 C 4.22 -0.71 0.56
2 C 4.90 0.56 -0.26
3 C 3.82 1.33 -1.26
4 C 2.76 2.30 -0.42
5 C 1.20 1.81 -0.54
6 C 0.32 2.60 -1.68
7 C -0.71 1.64 -2.52
8 C -2.07 1.21 -1.70
9 C -1.69 0.02 -0.65
10 C -1.57 0.14 0.98
11 C -1.90 1.60 1.73
12 C -3.03 1.26 2.87
13 C -4.06 2.49 3.22
14 S -3.47 4.20 2.70
15 N -1.17 -1.04 1.87
16 C -0.84 -2.44 1.32
17 C -0.96 -2.70 -0.30
18 N -0.67 -4.11 -0.82
19 C -1.39 -1.48 -1.31
20 C -1.50 -1.82 -2.92
21 O -0.49 -1.77 -3.78
22 O -2.82 -2.27 -3.45
23 H 3.60 -0.32 1.48
24 H 5.09 -1.42 0.96
25 H 3.55 -1.36 -0.19
26 H 5.43 1.28 0.50
27 H 5.75 0.10 -0.96
28 H 4.46 2.02 -1.97
29 H 3.26 0.48 -1.84
30 H 2.86 3.44 -0.69
31 H 3.10 2.22 0.72
32 H 0.64 1.96 0.50
33 H 1.13 0.65 -0.77
34 H -0.26 3.49 -1.16
35 H 1.07 3.08 -2.46
36 H -1.06 2.15 -3.53
37 H -0.12 0.65 -2.85
38 H -2.67 2.11 -1.25
39 H -2.80 0.72 -2.52
40 H -2.25 2.32 0.88
41 H -0.92 1.92 2.28
42 H -2.52 0.81 3.84
43 H -3.70 0.38 2.43
44 H -5.15 2.29 2.83
45 H -4.15 2.52 4.41
46 H -4.07 4.39 1.42
47 H -1.09 -0.88 2.91
48 H -0.52 -3.26 2.11
49 H -1.28 -4.75 -0.23
50 H 0.34 -4.30 -0.62
51 H -3.51 -2.22 -2.72
52 C 4.25 5.48 1.50
53 C 5.17 4.45 0.99
54 N 5.90 3.64 0.58
55 H 4.78 6.33 1.92
56 H 3.60 5.86 0.71
57 H 3.60 5.08 2.28
58 C -0.31 -4.59 5.40
59 C -0.14 -3.28 4.74
60 N 0.00 -2.25 4.22
61 H -0.46 -5.39 4.67
62 H 0.57 -4.86 5.99
63 H -1.17 -4.59 6.07
64 C 4.68 5.25 -2.88
65 C 3.37 5.45 -2.25
66 N 2.33 5.61 -1.75
67 H 4.62 5.32 -3.97
68 H 5.41 5.99 -2.55
69 H 5.09 4.26 -2.65
70 C -0.73 -7.99 1.33
71 C -2.01 -7.45 1.84
72 N -3.01 -7.02 2.23
73 H -0.85 -9.00 0.93
74 H -0.32 -7.37 0.53
75 H 0.02 -8.04 2.12
76 C -5.82 -2.43 -5.07
77 C -7.13 -2.22 -4.44
78 N -8.17 -2.06 -3.94
79 H -5.88 -2.36 -6.16
80 H -5.09 -1.68 -4.74
81 H -5.41 -3.41 -4.83

The computed Mulliken charges, all in e, follow: atom 1 (C): -0.80, atom 2 (C): -0.52, atom 3 (C): -0.44, atom 4 (C): 0.24, atom 5 (C): 0.26, atom 6 (C): -0.36, atom 7 (C): -0.57, atom 8 (C): -0.91, atom 9 (C): 0.56, atom 10 (C): 0.00, atom 11 (C): -0.26, atom 12 (C): -0.42, atom 13 (C): -0.64, atom 14 (S): -0.25, atom 15 (N): 0.08, atom 16 (C): -0.28, atom 17 (C): 0.19, atom 18 (N): -0.49, atom 19 (C): 0.03, atom 20 (C): 0.11, atom 21 (O): -0.51, atom 22 (O): -0.44, atom 23 (H): 0.19, atom 24 (H): 0.35, atom 25 (H): 0.14, atom 26 (H): 0.26, atom 27 (H): 0.34, atom 28 (H): 0.03, atom 29 (H): 0.37, atom 30 (H): -0.32, atom 31 (H): 0.25, atom 32 (H): -0.53, atom 33 (H): 0.06, atom 34 (H): 0.24, atom 35 (H): 0.20, atom 36 (H): 0.37, atom 37 (H): 0.24, atom 38 (H): 0.43, atom 39 (H): 0.25, atom 40 (H): 0.15, atom 41 (H): 0.40, atom 42 (H): 0.24, atom 43 (H): 0.23, atom 44 (H): 0.33, atom 45 (H): 0.31, atom 46 (H): 0.15, atom 47 (H): 0.39, atom 48 (H): 0.13, atom 49 (H): 0.32, atom 50 (H): 0.35, atom 51 (H): 0.41, atom 52 (C): -0.79, atom 53 (C): 0.47, atom 54 (N): -0.48, atom 55 (H): 0.34, atom 56 (H): 0.21, atom 57 (H): 0.27, atom 58 (C): -0.79, atom 59 (C): 0.51, atom 60 (N): -0.52, atom 61 (H): 0.21, atom 62 (H): 0.30, atom 63 (H): 0.28, atom 64 (C): -0.83, atom 65 (C): 0.54, atom 66 (N): -0.47, atom 67 (H): 0.35, atom 68 (H): 0.31, atom 69 (H): 0.17, atom 70 (C): -0.74, atom 71 (C): 0.35, atom 72 (N): -0.40, atom 73 (H): 0.30, atom 74 (H): 0.23, atom 75 (H): 0.27, atom 76 (C): -0.62, atom 77 (C): 0.31, atom 78 (N): -0.35, atom 79 (H): 0.31, atom 80 (H): 0.11, atom 81 (H): 0.25